69
Properties=species:S:1:pos:R:3:forces:R:3:mulliken_charge:R:1 method="wB97M-V/def2-TZVPD" e_tot_ev=-57026.9568 lumo_energy_ev=-0.161 largest_force_ha_per_bohr=0.016 e_homo_ev=-7.931 spin_multiplicity=1 gap_ev=7.77 relative_energy_kcal_mol=8.0 charge=0
S 2.405636 -1.812103 1.430123 0.156 -0.232 -0.425 0.022
O -5.167251 -1.503709 1.367638 0.135 -0.342 -0.190 -0.474
O 5.710378 -3.911553 -1.346634 -0.040 0.016 -0.204 -0.710
O -2.726043 1.600470 -1.337088 -0.407 -0.017 -0.067 -0.706
O 1.083215 -1.313079 -2.293672 0.024 -0.099 -0.096 -0.824
O -4.983112 -3.961095 0.568951 0.097 0.425 0.027 -0.436
N 3.786085 -2.640731 1.347350 0.298 -0.215 -0.056 -0.623
N 6.061273 -4.040276 0.884453 0.140 -0.076 0.155 -0.342
N -0.539071 2.119197 -1.208511 0.285 0.050 -0.070 -0.086
N 0.080064 -0.457879 -0.470359 -0.037 0.294 -0.216 0.553
N 3.477302 -2.516156 -2.209138 0.052 -0.119 -0.507 -0.311
C 2.721093 2.825137 2.433665 0.060 0.055 0.046 -0.556
C 4.145404 -2.885886 0.105367 -0.580 0.342 0.163 0.315
C 0.987203 0.887297 1.423850 -0.033 0.259 0.072 1.419
C 1.652912 2.381680 3.195729 -0.001 0.035 0.079 -0.738
C 2.179312 -1.720476 -0.293968 0.474 -0.426 0.481 0.182
C 0.000844 -0.152446 0.936573 0.164 -0.082 0.243 -2.756
C 1.083841 -1.160205 -1.069420 -0.047 0.086 -0.262 0.994
C -1.566089 1.252233 -1.255239 0.436 -0.139 0.016 -0.106
C -3.207680 -0.839905 0.089721 -0.268 -0.068 0.128 0.341
C -1.134039 -0.219403 -1.254611 -0.270 -0.307 -0.274 -0.056
C 2.923394 2.298691 1.171021 0.027 0.026 -0.031 -1.000
C -3.027148 -3.456045 -0.798778 -0.214 -0.163 0.138 -0.676
C 0.895066 5.101898 -0.197128 0.096 -0.025 0.046 -0.779
C -4.957025 -5.299807 0.143512 0.026 -0.219 -0.078 -0.952
C 2.061444 1.338218 0.668313 -0.090 0.037 0.019 0.433
C 3.258950 -2.382087 -0.899852 -0.419 0.358 0.305 -0.197
C 1.471406 4.554516 -1.500400 -0.084 0.212 -0.048 -0.310
C -5.385418 -0.167472 1.747853 -0.021 0.218 0.059 -0.888
C -0.711026 3.554791 -1.249518 -0.334 0.117 -0.090 -0.324
C -4.039749 -3.109734 0.079205 -0.120 0.066 0.113 1.162
C -4.136073 -1.771500 0.519900 -0.016 -0.171 0.093 0.357
C 0.222704 4.181513 -2.293483 0.071 -0.066 0.018 -1.110
C 5.367916 -3.652889 -0.203532 0.406 -0.220 0.320 0.333
C -2.119718 -2.504818 -1.240313 0.053 0.282 0.001 -1.146
C -2.201158 -1.194358 -0.804598 -0.039 -0.071 -0.158 -0.955
C -0.316493 4.207647 0.094864 -0.037 0.109 0.059 -0.060
C 0.795480 1.420531 2.694245 0.018 -0.118 -0.137 -0.659
H 2.746151 -2.213343 -2.837261 0.104 -0.048 0.085 0.250
H 3.757813 2.633104 0.572288 0.070 0.033 -0.060 0.413
H -1.764847 3.715929 -1.488363 0.182 -0.009 0.026 0.603
H 2.094875 5.280879 -2.019164 0.116 -0.045 -0.026 0.455
H -0.037194 1.076729 3.290723 -0.123 -0.030 0.092 0.472
H -1.143019 4.779712 0.512112 -0.053 -0.019 0.071 0.363
H 1.486444 2.786955 4.182444 -0.019 0.042 0.089 0.435
H -5.087699 -5.381966 -0.940743 0.020 0.006 0.040 0.368
H -5.508101 0.484872 0.877760 0.020 -0.019 0.029 0.366
H -1.342149 -2.794734 -1.930949 0.102 -0.024 -0.102 0.524
H 5.718924 -3.803214 1.799540 0.024 -0.015 0.011 0.250
H 4.270238 -3.075564 -2.491318 -0.089 0.070 0.007 0.210
H 2.249056 0.931855 -0.315864 0.022 -0.006 -0.061 0.498
H -0.864277 -0.457966 -2.293144 -0.099 0.121 0.279 0.805
H -1.009066 0.221322 1.124247 0.110 -0.130 0.059 0.575
H -0.237955 5.081185 -2.701812 -0.015 0.060 -0.033 0.361
H -3.291792 0.184386 0.410153 -0.068 0.084 0.017 0.518
H 1.617849 5.084120 0.617028 0.015 0.092 0.045 0.362
H 0.572856 6.133018 -0.346900 0.034 0.078 0.003 0.337
H 6.903998 -4.577631 0.774177 -0.068 0.041 -0.051 0.241
H -4.026370 -5.798896 0.434925 -0.032 0.027 -0.027 0.362
H 2.072156 3.666294 -1.299896 0.097 -0.080 -0.002 0.022
H -4.569563 0.212959 2.372772 -0.019 -0.005 -0.044 0.327
H 0.404776 1.771048 -1.154735 -0.102 -0.147 0.031 0.113
H -2.936341 -4.468398 -1.158318 -0.042 -0.115 -0.001 0.397
H -6.306333 -0.175193 2.328965 0.071 0.050 -0.026 0.243
H -0.054429 3.430163 0.812394 -0.038 -0.012 0.026 -0.203
H -5.794813 -5.782927 0.643902 0.071 -0.012 -0.058 0.239
H 0.424126 3.495262 -3.114775 -0.083 0.018 -0.088 0.359
H 3.392929 3.574795 2.823485 0.059 0.069 0.038 0.438
H 0.107961 -1.064950 1.540223 -0.225 0.117 -0.039 0.961